# 1
The following is a DFT calculation (ωB97M-V with the def2-TZVPD basis set) of a 2-piece molecular cluster, C5H5NO overall.

Atoms and positions in Å:
O: -0.817 -0.965 1.934
C: -1.171 -0.117 1.206
C: -1.752 0.926 0.645
C: -1.732 1.428 -0.584
C: 0.331 -0.697 -0.780
C: 1.727 -0.249 -0.261
N: 1.163 -1.556 -0.295
H: -2.348 2.272 -0.887
H: -1.080 0.972 -1.334
H: 1.795 0.262 0.699
H: 2.505 -0.026 -0.986
H: 1.146 -2.436 0.200

The calculation puts the energy above the lowest of the compared OMol25 structures with the same formula, charge and spin at 137.55 kcal per mole. The calculation puts the total energy at -8797.4544 eV.

=====

# 2
The following is a DFT calculation (ωB97M-V with the def2-TZVPD basis set) of C40H45CsFN6O5PS2 as an isolated structure in a non-equilibrium geometry.

Atoms and positions in Å:
Cs: -1.087 -1.026 -1.117
S: 3.251 6.723 -1.518
C: 4.898 6.386 -1.187
C: 5.057 5.159 -0.624
C: 3.825 4.480 -0.444
C: 2.745 5.199 -0.872
C: 1.335 4.816 -0.824
C: 0.965 3.463 -0.970
N: -0.263 3.015 -0.892
C: -1.259 3.897 -0.672
C: -1.013 5.283 -0.551
C: -2.100 6.186 -0.328
C: -3.368 5.732 -0.234
C: -3.661 4.337 -0.359
C: -4.970 3.842 -0.261
C: -5.206 2.487 -0.363
C: -4.080 1.656 -0.574
N: -2.848 2.095 -0.669
C: -2.618 3.416 -0.569
C: -6.533 1.892 -0.242
C: -6.858 0.571 -0.100
C: -8.254 0.352 0.002
C: -8.975 1.502 -0.064
S: -7.967 2.873 -0.252
C: 0.316 5.723 -0.626
H: 5.651 7.117 -1.433
H: 6.015 4.750 -0.337
H: 3.735 3.508 0.021
H: 1.733 2.725 -1.179
H: -1.877 7.242 -0.231
H: -4.191 6.413 -0.051
H: -5.784 4.535 -0.084
H: -4.214 0.581 -0.634
H: -6.122 -0.222 -0.052
H: -8.697 -0.626 0.125
H: -10.044 1.628 -0.012
H: 0.538 6.778 -0.509
C: 5.824 -1.029 -0.675
C: 4.506 -1.605 -0.162
C: 4.312 -3.023 -0.712
P: 2.908 -0.643 -0.419
C: 2.999 0.626 0.962
C: 4.367 1.130 1.422
C: 2.242 0.037 2.160
C: 3.083 0.407 -1.961
C: 4.133 1.513 -2.048
C: 3.150 -0.513 -3.185
H: 6.652 -1.652 -0.326
H: 6.002 -0.014 -0.328
H: 5.849 -1.035 -1.766
H: 4.566 -1.686 0.929
H: 4.261 -3.009 -1.803
H: 3.384 -3.444 -0.334
H: 5.143 -3.671 -0.417
H: 2.417 1.474 0.587
H: 4.978 0.315 1.814
H: 4.230 1.849 2.234
H: 4.928 1.622 0.629
H: 2.703 -0.900 2.486
H: 1.202 -0.170 1.906
H: 2.259 0.730 3.005
H: 2.100 0.897 -1.976
H: 5.143 1.111 -2.101
H: 4.072 2.199 -1.204
H: 3.961 2.098 -2.956
H: 4.149 -0.940 -3.295
H: 2.927 0.044 -4.097
H: 2.435 -1.336 -3.104
F: -4.850 1.924 2.814
C: -5.004 0.606 3.020
C: -4.179 -0.263 2.420
N: -4.277 -1.619 2.598
C: -3.420 -2.515 1.835
C: -3.439 -2.213 0.305
O: -4.284 -1.397 -0.096
O: -2.565 -2.806 -0.357
C: -5.245 -2.160 3.424
O: -5.382 -3.352 3.611
N: -6.070 -1.227 4.021
C: -6.059 0.166 3.908
O: -6.854 0.853 4.509
H: -3.397 0.095 1.768
H: -3.783 -3.528 1.976
H: -2.390 -2.464 2.197
H: -6.781 -1.610 4.626
N: 0.542 -3.288 -0.760
C: 0.932 -4.372 -0.674
N: 1.387 -5.616 -0.612
C: 2.108 -6.143 -1.774
C: 2.071 -7.661 -1.715
O: 2.603 -8.129 -0.490
C: 1.843 -7.658 0.608
C: 1.855 -6.138 0.672
H: 3.152 -5.809 -1.758
H: 1.632 -5.783 -2.685
H: 2.685 -8.085 -2.508
H: 1.036 -8.009 -1.834
H: 2.297 -8.075 1.505
H: 0.808 -8.013 0.530
H: 2.877 -5.793 0.874
H: 1.196 -5.788 1.465

The calculation puts the total energy at -95614.9254 eV.

=====

# 3
The following is a DFT calculation (ωB97M-V with the def2-TZVPD basis set) of C22H23Cr2N4O4 as an isolated structure in a non-equilibrium geometry.

Atoms and positions in Å:
Cr: -3.740 10.801 27.904
Cr: -6.708 9.361 27.336
C: -4.012 7.679 27.085
O: -4.575 8.856 27.640
H: -3.163 7.887 26.429
H: -3.701 6.973 27.862
H: -4.743 7.123 26.480
C: -5.645 11.469 26.454
O: -6.355 10.660 25.760
O: -4.428 11.857 26.249
O: -5.780 11.207 27.761
N: -4.617 2.632 22.098
C: -5.591 2.622 23.009
C: -5.757 3.629 23.945
C: -4.866 4.689 23.981
C: -3.836 4.673 23.057
C: -3.757 3.638 22.135
H: -6.251 1.763 22.968
H: -6.556 3.554 24.673
H: -5.031 5.517 24.660
H: -3.118 5.484 23.033
H: -3.012 3.690 21.349
N: -3.226 9.704 22.567
C: -3.407 9.098 21.389
C: -4.374 8.129 21.186
C: -5.287 7.877 22.196
C: -5.096 8.487 23.432
C: -4.087 9.426 23.535
H: -2.665 9.355 20.643
H: -4.434 7.608 20.240
H: -6.070 7.144 22.044
H: -5.800 8.241 24.218
H: -3.927 9.932 24.485
N: -6.994 2.943 29.254
C: -6.346 3.792 28.472
C: -5.172 3.493 27.796
C: -4.620 2.233 27.968
C: -5.243 1.363 28.852
C: -6.431 1.753 29.454
H: -6.829 4.757 28.329
H: -4.768 4.223 27.105
H: -3.645 1.977 27.572
H: -4.832 0.382 29.044
H: -6.953 1.100 30.142
N: 1.402 7.307 23.832
C: 1.910 6.135 24.203
C: 1.148 5.103 24.712
C: -0.202 5.320 24.972
C: -0.730 6.524 24.565
C: 0.101 7.473 23.981
H: 2.974 6.041 24.024
H: 1.635 4.208 25.076
H: -0.733 4.543 25.506
H: -1.786 6.773 24.626
H: -0.324 8.395 23.595

As for the multiplicity: 9. The calculation puts the energy above the lowest of the compared OMol25 structures with the same formula, charge and spin at 106.12 kcal per mole. The net charge is +1. The calculation puts the total energy at -94170.7324 eV.